{"formula": "C32H48Cl14F3N2O8PS", "method": "the ωB97M-V functional and the def2-TZVPD basis", "smiles": "CC(=O)OCc1c(S(C)(=O)=O)c(CCC(F)=C(F)F)c(P(=O)(O)O)c2nc(CCO)cnc12.ClCCCl.ClCCCl.ClCCCl.ClCCCl.ClCCCl.ClCCCl.ClCCCl", "e_above_lowest_kcal_mol": 0.00, "energy_ha": -9441.3393, "gap_ev": 8.116, "symbols": ["Cl", "Cl", "Cl", "Cl", "Cl", "Cl", "Cl", "Cl", "Cl", "Cl", "Cl", "Cl", "Cl", "Cl", "S", "P", "F", "F", "F", "O", "O", "O", "O", "O", "O", "O", "O", "N", "N", "C", "C", "C", "C", "C", "C", "C", "C", "C", "C", "C", "C", "C", "C", "C", "C", "C", "C", "C", "C", "C", "C", "C", "C", "C", "C", "C", "C", "C", "C", "C", "C", "H", "H", "H", "H", "H", "H", "H", "H", "H", "H", "H", "H", "H", "H", "H", "H", "H", "H", "H", "H", "H", "H", "H", "H", "H", "H", "H", "H", "H", "H", "H", "H", "H", "H", "H", "H", "H", "H", "H", "H", "H", "H", "H", "H", "H", "H", "H", "H"], "xyz": [[-8.889, 1.331, -4.611], [-2.424, -1.163, -6.437], [2.933, 5.859, -2.731], [2.511, 0.181, 9.227], [-5.561, -0.291, -5.454], [4.952, 3.263, -4.945], [0.837, 8.385, 1.944], [-1.653, 6.552, 3.364], [5.368, -2.757, 0.724], [-6.355, 3.104, -6.044], [-0.594, 1.268, 10.117], [4.131, 0.912, -2.610], [0.574, 4.452, -0.725], [4.676, -5.724, -0.784], [1.369, -4.375, 3.624], [2.189, -0.615, -0.589], [0.968, 0.624, 1.965], [1.181, -0.174, 5.287], [-0.611, -0.604, 3.968], [1.043, -6.622, 1.074], [2.623, -5.020, 3.252], [-0.968, -6.290, 1.961], [0.490, -5.378, 4.187], [1.334, 0.564, -0.799], [2.461, -1.259, -2.078], [-2.370, 0.571, -1.599], [3.552, -0.104, 0.143], [-2.097, -3.657, -0.197], [-0.411, -1.604, -1.422], [3.129, 2.282, -3.149], [1.276, 0.892, 8.155], [0.458, 1.952, 8.852], [-8.088, 3.521, -6.040], [-1.575, -1.969, -1.914], [3.330, 2.597, -4.610], [-2.674, 0.103, -2.904], [2.935, -2.124, 2.165], [-2.388, -2.981, -1.286], [6.153, -5.307, 0.119], [-1.574, 8.326, 3.234], [1.839, 6.709, -1.611], [0.758, -3.562, 2.131], [1.674, -3.192, 4.972], [0.681, -0.287, 4.042], [1.476, -0.121, 2.966], [2.869, -0.736, 2.939], [-0.463, -3.877, 1.537], [1.554, 5.897, -0.371], [-0.064, -2.244, -0.265], [-1.406, -4.935, 2.174], [-2.066, -1.323, -3.213], [-0.896, -3.233, 0.309], [1.604, -2.526, 1.521], [-0.903, 8.772, 1.959], [-0.121, -6.451, 0.870], [-4.624, 0.421, -6.790], [-0.642, -6.465, -0.577], [-3.754, -0.600, -7.482], [1.218, -1.881, 0.329], [5.867, -4.381, 1.275], [-8.774, 3.102, -4.763], [6.573, -6.240, 0.493], [-9.793, 3.487, -4.750], [-1.714, -6.202, -0.627], [3.705, -2.098, 1.345], [-1.266, -1.296, -3.968], [2.572, -2.223, -1.972], [-2.441, -4.832, 1.817], [-1.055, 8.706, 4.112], [-4.033, 1.243, -6.389], [4.286, -0.364, -0.443], [3.164, -0.859, 3.998], [0.990, 6.500, 0.340], [-3.297, -0.158, -8.366], [3.197, 1.713, -5.230], [2.547, -2.558, 4.789], [2.090, 2.000, -2.970], [-1.360, 8.311, 1.085], [2.609, 3.350, -4.926], [-1.422, -4.680, 3.249], [-2.275, 0.813, -3.647], [-5.342, 0.833, -7.497], [-2.600, 8.692, 3.258], [-3.333, -3.244, -1.789], [-3.773, 0.082, -3.036], [-2.894, -1.965, -3.570], [5.079, -4.774, 1.919], [2.474, 5.569, 0.111], [-4.329, -1.469, -7.792], [0.925, 6.951, -2.150], [-0.570, -7.484, -0.999], [-0.193, 2.445, 8.131], [1.093, 2.706, 9.312], [1.898, -3.829, 5.848], [-0.988, 9.854, 1.856], [3.600, -0.014, 2.529], [6.766, -4.248, 1.876], [2.329, 7.643, -1.335], [-8.153, 4.602, -6.155], [3.360, 3.137, -2.519], [0.743, -2.652, 5.195], [-3.040, 0.250, -0.984], [3.321, -2.847, 2.895], [0.650, 0.085, 7.784], [-0.034, -5.749, -1.153], [1.805, 1.331, 7.311], [-8.548, 3.058, -6.911], [6.864, -4.868, -0.578], [-8.253, 3.482, -3.887]], "lowdin_charge": [0.536, 0.600, 0.574, 0.541, 0.539, 0.524, 0.583, 0.544, 0.689, 0.580, 0.537, 0.660, 0.561, 0.553, 0.693, 0.504, 0.092, 0.093, 0.135, 0.135, -0.322, -0.017, -0.299, -0.283, -0.205, -0.065, -0.193, 0.144, 0.195, -0.631, -0.687, -0.665, -0.647, -0.226, -0.662, -0.236, -0.199, -0.047, -0.657, -0.667, -0.656, -0.130, -0.103, -0.295, -0.199, -0.083, -0.076, -0.685, -0.151, -0.120, -0.136, -0.157, -0.134, -0.645, -0.495, -0.697, 0.016, -0.643, -0.088, -0.582, -0.663, 0.076, 0.072, 0.074, -0.060, 0.082, 0.083, 0.119, 0.068, 0.056, 0.020, 0.107, -0.015, 0.074, 0.068, 0.047, 0.073, 0.072, 0.066, 0.118, 0.113, 0.049, 0.072, 0.125, 0.090, 0.086, 0.069, 0.073, 0.069, 0.068, 0.093, 0.073, 0.068, 0.089, 0.073, 0.113, 0.080, 0.069, 0.072, 0.024, 0.069, 0.090, 0.076, 0.057, 0.090, 0.064, 0.070, 0.067, 0.069]}